{
  "formula": "C18H27N3O8Re",
  "method": "ωB97M-V/def2-TZVPD",
  "elements": ["Re", "O", "O", "O", "O", "O", "O", "O", "O", "N", "N", "N", "C", "C", "C", "C", "C", "C", "C", "C", "C", "C", "C", "C", "C", "C", "C", "C", "C", "C", "H", "H", "H", "H", "H", "H", "H", "H", "H", "H", "H", "H", "H", "H", "H", "H", "H", "H", "H", "H", "H", "H", "H", "H", "H", "H", "H"],
  "coordinates": [[0.6877, 0.5302, -0.0154], [2.6516, -0.2056, 0.2420], [4.4698, -1.0615, -0.7790], [-0.5515, 0.9082, 1.6604], [1.1887, -0.8932, 2.4382], [-0.0683, -1.5621, 0.1228], [-0.9531, 0.9059, -1.2574], [-1.7141, 1.2701, -3.2745], [0.7186, 3.5455, -0.0532], [-0.9397, -3.4501, 0.9800], [1.3951, 0.1955, -1.8657], [-1.1072, 1.5446, 3.7463], [-2.2672, 2.3125, 3.2887], [-1.5868, -3.8095, -0.2823], [2.8175, 2.7390, -0.2275], [-0.7150, 3.6567, -0.0664], [0.8130, 0.0392, 3.4208], [1.0409, 0.2635, -4.2287], [1.3586, 2.3853, -0.0664], [3.2722, -0.5237, -0.7816], [0.4455, -2.0938, 2.4327], [0.5930, 0.4599, -2.9399], [-0.2215, -2.3406, 1.0866], [-0.7433, 0.9088, -2.4793], [-1.0685, -4.4066, 2.0819], [3.1379, -0.5094, -3.3520], [2.6320, -0.3005, -2.0779], [-0.8642, 1.5683, 5.1921], [-0.3399, 0.8884, 2.9024], [2.3359, -0.2147, -4.4434], [-2.0449, 3.3784, 3.3312], [1.6751, 0.6786, 3.6234], [-1.1939, 2.7077, 0.1309], [1.1262, -2.9251, 2.6373], [-1.1017, 2.5652, 5.5567], [-1.5023, 0.8456, 5.7009], [-1.4743, 1.2119, -4.2098], [-1.4070, -3.0316, -1.0142], [0.1776, 1.3751, 5.4261], [0.5414, -0.4588, 4.3529], [3.0149, 3.7661, 0.0726], [4.1393, -0.8996, -3.4718], [-3.1016, 2.1004, 3.9548], [-2.6581, -3.9193, -0.1201], [3.0898, 2.6540, -1.2874], [-0.1214, -4.9041, 2.2924], [-0.9734, 4.3813, 0.7019], [0.4019, 0.4719, -5.0778], [-1.1807, -4.7543, -0.6424], [-1.0132, 4.0478, -1.0372], [-1.7887, -5.1634, 1.7863], [4.8086, -1.1235, 0.1288], [-1.4455, -3.9300, 2.9852], [-0.3095, -2.0955, 3.2232], [-2.5279, 2.0234, 2.2773], [3.4578, 2.0581, 0.3267], [2.7026, -0.3569, -5.4494]],
  "forces_ev_per_angstrom": [[0.079, -0.644, -0.030], [0.140, -0.044, 0.315], [0.030, 0.090, 0.158], [0.008, 0.107, 0.120], [0.049, -0.022, 0.030], [-0.015, 0.216, 0.082], [-0.386, 0.384, -0.536], [0.088, -0.054, -0.037], [-0.028, -0.271, 0.104], [0.020, 0.005, 0.031], [-0.444, 0.211, 0.028], [0.077, -0.034, -0.027], [0.032, -0.029, 0.023], [0.024, 0.007, 0.042], [0.024, -0.157, -0.049], [0.027, 0.057, 0.181], [-0.031, -0.026, -0.008], [-0.073, 0.063, 0.119], [0.189, 0.851, -0.247], [0.045, -0.103, -0.791], [0.013, 0.052, 0.025], [-0.105, 0.000, -0.048], [-0.035, -0.115, -0.094], [0.218, -0.422, 0.270], [-0.029, -0.003, -0.059], [-0.104, -0.006, -0.236], [0.258, 0.004, 0.590], [-0.015, 0.037, -0.043], [-0.106, -0.018, 0.058], [0.160, -0.059, 0.100], [-0.004, 0.007, -0.019], [0.014, -0.006, -0.048], [-0.050, -0.035, 0.042], [-0.005, -0.003, -0.002], [-0.017, -0.005, 0.009], [-0.002, 0.005, 0.010], [-0.036, 0.031, -0.047], [-0.005, -0.003, -0.011], [0.004, -0.003, 0.001], [0.002, -0.004, 0.009], [-0.032, 0.011, 0.001], [0.002, 0.009, -0.006], [-0.012, 0.005, -0.007], [0.001, -0.008, -0.002], [-0.033, -0.023, 0.015], [0.000, 0.005, 0.016], [-0.019, 0.006, -0.017], [0.010, 0.013, -0.005], [-0.005, -0.001, -0.013], [0.029, -0.017, -0.008], [0.003, -0.005, -0.003], [0.038, -0.047, -0.010], [0.013, 0.002, 0.012], [-0.037, -0.007, -0.015], [0.006, 0.006, -0.019], [0.030, 0.012, 0.040], [-0.006, -0.020, 0.007]],
  "s_squared": 0.914,
  "de_lowest_kcal_mol": 0.0,
  "charge": 2,
  "multiplicity": 2,
  "energy_ha": -1546.0724
}

{
  "formula": "C20H23ClN4OS2",
  "method": "ωB97M-V/def2-TZVPD",
  "elements": ["Cl", "S", "S", "O", "N", "N", "N", "N", "C", "C", "C", "C", "C", "C", "C", "C", "C", "C", "C", "C", "C", "C", "C", "C", "C", "C", "C", "C", "H", "H", "H", "H", "H", "H", "H", "H", "H", "H", "H", "H", "H", "H", "H", "H", "H", "H", "H", "H", "H", "H", "H"],
  "coordinates": [[-1.1784, 6.8753, -3.3352], [-1.8684, -2.9327, -0.1408], [-4.8469, 0.3537, -2.0791], [1.5886, -5.7042, 1.8905], [0.2372, -4.2001, 0.9628], [0.3571, -1.8598, 0.5767], [-2.5680, 0.9443, -1.0141], [-3.7940, 2.8206, -1.7386], [-2.3546, 3.9409, -0.1034], [1.4278, -4.5461, 1.5890], [-2.8033, 3.0486, 1.0074], [-0.2410, -2.9956, 0.5442], [-1.4392, 4.9571, 0.1417], [3.1629, -3.1898, 0.4828], [-1.6403, -1.2135, -0.3690], [4.5433, -1.5925, -0.8893], [3.9056, -1.8565, 0.4691], [-3.5936, 1.4936, -1.5562], [-2.5067, 4.7346, -2.3872], [-1.6096, 5.7457, -2.0998], [-2.8637, 3.8190, -1.4012], [-1.0543, 5.8553, -0.8359], [-2.6855, -0.4185, -0.9529], [-3.8433, -0.9148, -1.4801], [3.3869, -3.8402, 2.9319], [-0.3945, -0.8454, 0.0746], [2.4291, -3.4414, 1.8130], [0.2012, 0.5173, 0.0431], [-0.4099, 1.1838, -0.5563], [-2.9265, 4.6513, -3.3784], [-0.3473, 6.6394, -0.6185], [-1.0290, 5.0583, 1.1354], [0.2760, 0.9105, 1.0564], [-2.3365, 2.0686, 0.9180], [2.4344, -3.1811, -0.3303], [3.8867, -4.7721, 2.6803], [5.0701, -0.6410, -0.8870], [4.1326, -3.0670, 3.0901], [3.8607, -4.0096, 0.3007], [-0.3880, -4.9877, 0.8282], [-4.4516, 3.0623, -2.4668], [1.8871, -2.5315, 2.0806], [4.6815, -1.8524, 1.2359], [2.8402, -3.9903, 3.8598], [5.2547, -2.3773, -1.1371], [1.2070, 0.4579, -0.3676], [-4.1550, -1.9362, -1.5547], [-3.8813, 2.9028, 0.9647], [3.7836, -1.5625, -1.6675], [3.1965, -1.0598, 0.7003], [-2.5403, 3.4790, 1.9698]],
  "forces_ev_per_angstrom": [[0.054, 0.128, -0.146], [0.642, 0.281, 0.247], [0.516, 0.344, 0.318], [0.097, -0.181, 0.061], [-0.435, -0.661, -0.114], [0.772, -0.393, 0.371], [0.320, 0.515, -0.022], [-0.454, 0.488, -0.239], [-0.062, -0.065, -0.055], [0.118, 0.254, 0.137], [0.098, -0.047, 0.088], [-0.982, 0.501, -0.495], [-0.010, -0.019, -0.152], [-0.125, 0.320, 0.183], [0.789, -0.309, 0.394], [-0.041, 0.055, 0.238], [-0.008, -0.209, -0.215], [-0.717, -1.005, -0.381], [0.039, -0.027, 0.061], [-0.090, -0.146, 0.223], [0.395, 0.383, 0.121], [-0.001, 0.040, -0.119], [-1.089, -0.323, -0.507], [0.245, 0.209, 0.071], [-0.185, -0.023, -0.149], [-1.057, 0.130, -0.484], [0.319, -0.183, 0.195], [-0.028, 0.053, -0.092], [0.133, 0.074, 0.070], [0.007, -0.023, -0.120], [0.062, 0.090, -0.003], [0.023, 0.003, 0.118], [0.043, 0.072, 0.088], [-0.037, 0.015, 0.109], [0.043, -0.027, -0.091], [0.072, -0.067, 0.032], [0.075, 0.075, -0.087], [0.071, 0.088, 0.025], [0.006, -0.097, -0.036], [0.251, 0.068, 0.088], [0.105, -0.018, 0.143], [0.082, -0.119, -0.054], [-0.015, 0.049, 0.090], [0.026, -0.029, 0.119], [0.093, -0.066, -0.084], [0.107, 0.012, -0.007], [-0.049, -0.249, -0.043], [-0.101, -0.062, 0.054], [-0.054, 0.008, -0.125], [-0.026, 0.029, 0.098], [-0.038, 0.065, 0.078]],
  "de_lowest_kcal_mol": 0.0,
  "smiles": "CCC[C@H](C)C(=O)Nc1nc(C)c(-c2csc(Nc3cc(Cl)ccc3C)n2)s1",
  "energy_ha": -2326.8104
}

{
  "formula": "C20H46N4O16P",
  "method": "ωB97M-V/def2-TZVPD",
  "elements": ["P", "O", "O", "O", "O", "O", "O", "O", "O", "O", "O", "O", "O", "O", "O", "O", "O", "N", "N", "N", "N", "C", "C", "C", "C", "C", "C", "C", "C", "C", "C", "C", "C", "C", "C", "C", "C", "C", "C", "C", "C", "H", "H", "H", "H", "H", "H", "H", "H", "H", "H", "H", "H", "H", "H", "H", "H", "H", "H", "H", "H", "H", "H", "H", "H", "H", "H", "H", "H", "H", "H", "H", "H", "H", "H", "H", "H", "H", "H", "H", "H", "H", "H", "H", "H", "H", "H"],
  "coordinates": [[3.3776, 4.4071, 2.7896], [2.9009, -0.3125, -4.3881], [-3.0048, 1.3493, -2.9740], [1.7072, -2.0835, -3.6580], [4.8908, 3.6566, -3.7829], [-4.6442, -0.0937, -2.4098], [0.9492, -5.0371, 6.4507], [-3.9289, 0.1743, -4.5311], [2.3442, 4.3978, 3.8224], [3.7917, -2.3707, -4.1311], [2.8530, -5.0657, 5.4507], [5.7955, 3.5822, -1.7120], [-9.1457, -2.4369, 0.1989], [-7.4957, -2.3550, -1.3412], [1.4802, -3.3036, 5.1071], [-8.7997, -4.0737, -1.3176], [3.6557, 3.3632, -1.9150], [-0.1390, 1.6395, 0.0535], [3.8261, 2.7043, 2.3729], [-1.6034, 3.3449, 0.5575], [-0.6489, 2.2279, 2.4001], [-9.9080, -4.7791, -0.7552], [2.8102, -1.4755, -4.0886], [4.7921, 3.5453, -2.5981], [-4.8895, -0.8079, -4.9389], [7.0869, 3.7758, -2.3110], [-0.8380, 2.4308, 1.0044], [-2.8978, 1.7218, -1.5894], [2.6111, 1.9244, 1.8567], [1.7347, -4.3656, 5.6208], [-0.3043, -4.4076, 6.7332], [-7.0983, -1.0822, -0.8135], [0.5563, -1.2365, -3.5744], [1.0375, 0.8406, 3.6215], [5.0436, -1.8542, -4.5918], [-8.5390, -2.9057, -0.7278], [3.8054, -4.4692, 4.5730], [2.4762, 3.2920, -2.7339], [-3.9277, 0.4297, -3.2271], [-0.2983, 0.8752, 2.8724], [2.2852, 0.7110, 2.7419], [-0.0457, 2.9313, 2.8017], [-0.8882, -4.2904, 5.8226], [4.6008, 5.0091, 3.1183], [-6.2437, -0.7546, -1.4016], [-5.8994, -0.4752, -4.7086], [-10.8222, -4.1963, -0.8486], [5.7417, -2.6854, -4.5751], [3.3885, -4.3546, 3.5737], [-0.2568, -1.8597, -3.2150], [1.0986, 1.7005, 4.2921], [2.1933, -0.1753, 2.1150], [-0.1494, -3.4414, 7.2091], [-1.0611, 0.5827, 3.5946], [0.4667, 2.2656, -0.4636], [3.1475, 0.5165, 3.3879], [-0.8293, -5.0670, 7.4167], [-9.7220, -5.0170, 0.2904], [-1.9966, 3.8196, 1.3678], [-10.0058, -5.6991, -1.3239], [-0.3472, 0.1417, 2.0689], [-3.8355, 2.1496, -1.2401], [0.2995, -0.8361, -4.5526], [-4.7800, -0.9142, -6.0137], [-4.6913, -1.7630, -4.4567], [4.1316, -3.5044, 4.9590], [4.2104, 2.2801, 3.2203], [0.7263, -0.4223, -2.8710], [2.5337, 2.4409, -3.4105], [1.6377, 3.1543, -2.0562], [7.8057, 3.7871, -1.4971], [2.8893, 4.9373, 1.5857], [-6.8102, -1.1782, 0.2327], [2.3282, 4.2113, -3.2953], [5.4008, -1.0663, -3.9309], [4.6525, -5.1469, 4.5345], [7.1232, 4.7247, -2.8408], [1.7916, 2.6327, 1.8035], [1.0166, -0.0541, 4.2467], [2.8840, 1.5888, 0.8598], [4.5242, 2.7464, 1.6237], [0.4786, 0.9604, 0.4798], [7.3189, 2.9584, -2.9895], [-7.9099, -0.3620, -0.9086], [-2.1227, 2.4658, -1.5264], [4.9530, -1.4771, -5.6080], [-2.6260, 0.8581, -0.9874]],
  "forces_ev_per_angstrom": [[-1.187, 0.730, 0.627], [0.041, 0.185, 0.093], [0.062, 0.000, 0.059], [-0.022, 0.004, 0.064], [0.004, 0.025, -0.070], [0.241, 0.101, -0.090], [-0.024, -0.006, 0.024], [0.018, -0.018, -0.041], [0.129, -0.324, 0.197], [0.036, -0.018, 0.036], [0.037, 0.001, -0.009], [0.000, -0.020, 0.103], [-0.036, 0.022, 0.068], [0.034, 0.015, -0.020], [0.049, 0.152, -0.082], [0.003, -0.038, -0.025], [-0.191, -0.001, 0.280], [0.684, 0.054, 0.595], [-0.050, 0.811, -0.619], [0.773, -0.139, 0.525], [0.338, -0.954, -0.637], [-0.114, -0.161, -0.011], [-0.095, -0.129, -0.041], [0.032, -0.013, 0.062], [-0.087, -0.108, -0.159], [0.236, 0.026, 0.012], [-0.544, 0.789, -0.140], [-0.198, -0.038, -0.174], [0.140, -0.513, 0.062], [-0.034, -0.116, 0.063], [-0.185, -0.002, 0.093], [0.198, 0.196, -0.063], [-0.190, -0.010, 0.009], [-0.052, -0.588, -0.271], [0.193, -0.051, -0.070], [0.046, -0.024, -0.072], [0.159, -0.016, -0.089], [-0.172, -0.165, -0.181], [0.001, -0.010, -0.069], [-0.040, 0.624, 0.736], [-0.066, 0.380, 0.296], [-0.281, 0.231, 0.133], [0.048, 0.065, -0.026], [0.171, -0.283, -0.261], [-0.284, -0.219, 0.114], [0.009, -0.025, 0.090], [0.020, 0.049, 0.078], [-0.088, -0.071, 0.037], [-0.040, 0.067, 0.021], [0.071, -0.088, 0.002], [0.051, 0.059, 0.008], [-0.014, 0.008, -0.084], [0.022, 0.035, -0.073], [-0.080, -0.109, -0.083], [-0.374, -0.031, -0.518], [0.028, -0.113, -0.013], [0.092, -0.075, -0.003], [-0.029, 0.086, 0.027], [-0.242, 0.085, -0.127], [0.090, 0.033, -0.065], [0.063, -0.012, -0.064], [-0.026, -0.075, 0.011], [0.062, 0.073, 0.009], [0.088, 0.087, 0.002], [-0.045, 0.032, 0.083], [-0.065, 0.036, -0.026], [0.146, -0.169, -0.117], [0.037, 0.049, -0.062], [0.059, 0.042, -0.050], [0.063, 0.039, 0.081], [-0.087, -0.016, 0.073], [0.591, -0.321, -0.335], [-0.117, -0.015, 0.028], [0.122, 0.005, -0.026], [-0.056, 0.065, -0.043], [-0.051, -0.068, 0.069], [-0.053, -0.036, -0.071], [-0.075, -0.031, -0.085], [0.078, 0.055, 0.122], [0.015, 0.255, -0.108], [0.278, -0.321, 0.214], [-0.216, -0.153, 0.051], [-0.061, 0.035, -0.066], [-0.057, -0.055, 0.089], [0.078, 0.086, -0.163], [-0.037, 0.083, 0.031], [-0.072, -0.030, 0.024]],
  "charge": 1,
  "energy_ha": -2553.6468
}

{
  "formula": "C3H10NO",
  "method": "ωB97M-V/def2-TZVPD",
  "elements": ["O", "N", "C", "C", "C", "H", "H", "H", "H", "H", "H", "H", "H", "H", "H"],
  "coordinates": [[-1.0270, 1.2878, 0.4837], [0.5289, -0.2288, -0.9514], [-0.1533, 0.6290, 1.3411], [0.8478, -0.1985, 0.4816], [-0.1882, -1.5210, -1.2560], [1.0601, -1.2012, 0.9164], [-1.1243, 2.2446, 0.4555], [1.3920, -0.0665, -1.5165], [1.8845, 0.1728, 0.5862], [0.4219, -2.4338, -1.0440], [-1.1536, -1.4969, -0.7034], [-0.4315, -1.5667, -2.3198], [-0.7809, 0.0386, 2.0264], [0.4225, 1.2507, 2.0307], [-0.1826, 0.5350, -1.1246]],
  "forces_ev_per_angstrom": [[-0.765, 0.132, -1.411], [-0.653, -0.573, -0.405], [0.114, -0.184, 0.860], [2.153, -0.106, 2.004], [-0.443, -0.658, -0.740], [-0.993, 0.281, -0.697], [0.514, 0.001, 0.691], [-1.036, -0.290, 0.368], [-0.626, 0.660, -0.220], [-0.394, 1.096, 0.232], [0.880, -0.139, -0.166], [0.046, 0.216, 0.077], [0.353, -0.388, -0.512], [-0.005, 0.364, -0.391], [0.855, -0.412, 0.312]],
  "de_lowest_kcal_mol": 20.7,
  "smiles": "C[NH2+]CCO",
  "charge": 1,
  "energy_ha": -250.0208
}